# 1
C8H17Br3O11S3 | ωB97M-V/def2-TZVPD

Element x y z (Å)
O (1.281, -0.337, -2.174)
S (0.987, 0.389, -0.955)
O (1.774, 1.553, -0.557)
O (-0.584, 0.840, -0.783)
C (-1.517, -0.172, -1.097)
C (-2.884, -0.050, -0.365)
C (1.009, -0.840, 0.523)
H (-1.156, -1.140, -0.750)
H (-1.610, -0.332, -2.171)
H (-3.274, -1.067, -0.386)
H (-3.669, 0.525, -0.856)
H (-2.999, 0.176, 0.696)
H (0.130, -0.791, 1.165)
H (1.894, -0.639, 1.127)
H (1.211, -1.863, 0.204)
C (0.673, 2.526, 1.782)
Br (0.660, 0.614, 1.834)
Br (-0.638, 3.249, 3.117)
Br (0.212, 3.196, -0.081)
H (1.666, 2.811, 2.131)
C (-2.543, -2.880, 3.723)
C (-0.940, -2.788, 3.760)
O (-0.479, -1.924, 2.771)
S (-1.639, -1.558, 1.793)
O (-1.728, -2.630, 0.807)
O (-1.506, -0.176, 1.251)
O (-2.764, -1.716, 2.968)
H (-3.015, -2.844, 4.705)
H (-2.974, -3.766, 3.256)
H (-0.299, -3.653, 3.585)
H (-0.647, -2.538, 4.780)
C (2.489, 1.283, -2.141)
C (1.157, 1.651, -2.930)
O (1.555, 1.657, -4.275)
S (3.119, 1.884, -4.595)
O (3.326, 3.161, -5.291)
O (3.716, 0.617, -5.091)
O (3.425, 1.902, -2.985)
H (2.794, 0.239, -2.067)
H (2.595, 1.802, -1.188)
H (0.844, 2.647, -2.615)
H (0.349, 0.985, -2.626)

Forces on the atoms, in the same order (eV/Å):
O -3.9 -6.6 3.6
S -3.5 -5.2 5.9
O -10.4 -5.8 12.0
O 1.4 -0.4 -1.2
C -1.5 -1.7 0.2
C -2.7 0.4 -2.1
C 2.8 -5.3 -4.4
H 0.4 0.1 -0.2
H -0.3 0.7 -0.2
H -0.1 -0.2 -0.3
H 0.3 0.2 -0.7
H -0.5 1.0 -1.6
H 0.4 -3.1 -2.5
H 0.6 -1.2 -1.1
H -0.5 -0.5 -1.2
C -1.2 1.2 1.0
Br 1.6 12.1 7.2
Br 0.6 0.0 -0.7
Br -1.6 4.0 3.3
H -0.3 0.6 -0.5
C 2.1 -0.8 -0.4
C 0.0 -2.8 2.1
O 0.4 1.4 0.2
S -1.3 0.3 -1.8
O -0.2 1.4 1.7
O -0.4 -5.7 5.9
O -1.0 1.7 -1.9
H 0.3 0.7 -0.1
H 0.4 0.0 -0.5
H -1.0 -0.9 0.0
H 0.1 1.1 -0.2
C 8.4 3.6 -9.9
C 1.5 3.2 0.4
O -1.3 -0.4 -1.7
S 1.5 -1.8 1.4
O -0.5 -2.7 1.6
O -1.6 3.1 0.2
O 2.9 2.3 -4.3
H 1.5 1.5 -0.3
H 6.5 2.1 -5.4
H 0.2 0.6 -0.4
H -0.5 1.7 -3.0

Values from the calculation:
Gap between HOMO and LUMO, hartree: 0.2641
2S+1: 1
Largest force on an atom, eV/Å: 16.91

Per-atom natural (NBO) charges, elementary charge units: O -0.901; S 2.313; O -0.909; O -0.699; C -0.102; C -0.643; C -0.831; H 0.195; H 0.207; H 0.220; H 0.210; H 0.253; H 0.200; H 0.271; H 0.217; C -0.474; Br 0.267; Br 0.004; Br 0.083; H 0.216; C -0.095; C -0.121; O -0.690; S 2.514; O -0.892; O -0.885; O -0.661; H 0.223; H 0.206; H 0.215; H 0.211; C -0.230; C -0.098; O -0.705; S 2.464; O -0.861; O -0.894; O -0.696; H 0.212; H 0.321; H 0.166; H 0.199

# 2
C41H46Cl3CsGe2N7O4S | ωB97M-V/def2-TZVPD

Element x y z (Å)
Cs (-0.567, 0.394, 2.287)
N (0.014, -5.793, -1.186)
C (0.237, -5.123, 0.032)
C (-0.746, -4.287, 0.556)
C (-0.559, -3.644, 1.768)
C (0.626, -3.822, 2.470)
C (1.609, -4.653, 1.954)
C (1.416, -5.303, 0.745)
S (0.881, -3.188, 4.104)
O (2.313, -3.225, 4.318)
O (0.058, -4.002, 4.978)
N (0.282, -1.699, 3.936)
C (0.304, -0.933, 5.056)
N (-0.294, 0.290, 4.981)
C (-0.271, 1.058, 6.058)
C (0.310, 0.681, 7.253)
C (0.890, -0.585, 7.243)
N (0.902, -1.376, 6.195)
H (-0.559, -5.243, -1.814)
H (0.879, -6.027, -1.653)
H (-1.661, -4.147, -0.007)
H (-1.328, -2.994, 2.167)
H (2.536, -4.759, 2.500)
H (2.198, -5.936, 0.339)
H (-0.754, 2.028, 5.957)
H (0.312, 1.319, 8.124)
H (1.374, -0.977, 8.136)
C (4.249, 0.872, 0.599)
Ge (3.248, -0.501, -0.414)
C (4.611, -1.248, -1.664)
C (3.027, -1.961, 0.883)
Ge (0.709, 0.450, -1.151)
C (-0.128, -1.231, -1.915)
C (-1.480, -1.519, -2.106)
C (-1.912, -2.696, -2.716)
C (-0.994, -3.635, -3.161)
C (0.362, -3.389, -2.961)
C (0.776, -2.218, -2.344)
C (1.587, 0.958, -2.949)
C (2.868, 1.496, -3.075)
C (3.391, 1.898, -4.301)
C (2.637, 1.762, -5.458)
C (1.357, 1.229, -5.365)
C (0.847, 0.847, -4.131)
H (5.059, 0.378, 1.146)
H (3.603, 1.378, 1.318)
H (4.679, 1.629, -0.061)
H (5.577, -1.290, -1.149)
H (4.712, -0.650, -2.569)
H (4.330, -2.264, -1.953)
H (4.007, -2.254, 1.276)
H (2.566, -2.827, 0.408)
H (2.401, -1.670, 1.727)
H (-2.240, -0.831, -1.759)
H (-2.976, -2.869, -2.847)
H (-1.327, -4.538, -3.663)
H (1.103, -4.108, -3.295)
H (1.842, -2.048, -2.230)
H (3.491, 1.611, -2.195)
H (4.391, 2.317, -4.349)
H (3.039, 2.070, -6.417)
H (0.749, 1.117, -6.258)
H (-0.163, 0.448, -4.088)
N (-7.205, -2.831, 0.405)
C (-5.969, -2.207, 0.582)
C (-4.793, -2.797, 0.128)
C (-3.599, -2.120, 0.311)
N (-3.495, -0.928, 0.892)
C (-4.627, -0.363, 1.311)
C (-5.873, -0.955, 1.181)
H (-7.163, -3.832, 0.311)
H (-7.921, -2.536, 1.049)
H (-4.803, -3.768, -0.354)
H (-2.673, -2.559, -0.038)
H (-4.515, 0.617, 1.763)
H (-6.757, -0.444, 1.544)
C (2.502, 5.101, -2.132)
N (2.026, 4.743, -0.821)
C (1.531, 5.840, -0.026)
C (1.326, 3.476, -0.722)
C (-0.020, 3.305, -1.410)
C (-0.704, 4.392, -1.935)
C (-1.975, 4.251, -2.484)
C (-2.581, 3.010, -2.474)
C (-1.883, 1.911, -1.978)
C (-0.588, 2.016, -1.483)
H (3.191, 5.947, -2.048)
H (1.714, 5.383, -2.847)
H (3.047, 4.261, -2.573)
H (2.359, 6.499, 0.262)
H (1.065, 5.453, 0.881)
H (0.780, 6.469, -0.530)
H (1.169, 3.259, 0.337)
H (2.015, 2.711, -1.091)
H (-0.253, 5.373, -1.904)
H (-2.491, 5.116, -2.885)
H (-3.588, 2.883, -2.856)
H (-2.385, 0.951, -1.996)
Cl (-4.454, 4.468, 2.642)
C (-2.685, 4.453, 2.442)
Cl (-2.252, 5.601, 1.163)
Cl (-1.954, 5.003, 3.989)
C (-2.108, 3.000, 2.087)
O (-2.941, 2.102, 1.956)
O (-0.869, 2.978, 2.044)

Forces on the atoms, in the same order (eV/Å):
Cs -0.1 -0.9 -1.8
N -0.1 -0.2 0.3
C 0.0 -0.1 -0.2
C 0.0 0.0 0.0
C 0.1 0.0 0.0
C 0.0 -0.3 -0.1
C -0.1 -0.1 0.0
C 0.1 0.0 0.1
S -0.1 0.2 0.1
O 0.0 -0.1 0.0
O 0.1 -0.1 0.0
N 0.3 -0.3 1.2
C 0.0 -0.2 0.1
N 0.2 -0.2 0.9
C -0.1 0.0 -0.1
C 0.1 -0.1 0.0
C 0.0 0.1 0.0
N 0.0 0.0 0.0
H 0.1 -0.2 0.2
H 0.0 0.0 0.0
H 0.1 -0.1 0.0
H 0.0 0.0 0.0
H 0.0 0.0 0.0
H 0.0 0.0 0.0
H 0.0 0.0 0.0
H 0.0 0.0 0.0
H 0.0 0.0 0.0
C 0.1 0.1 0.0
Ge -0.4 0.0 0.1
C 0.2 -0.1 -0.1
C 0.1 0.0 0.0
Ge 0.4 -0.1 -0.6
C 0.1 0.0 -0.1
C -0.1 0.0 0.1
C 0.1 0.0 0.0
C -0.1 0.3 -0.2
C 0.0 0.3 -0.1
C 0.0 0.0 -0.2
C -0.1 0.1 -0.1
C 0.0 -0.1 -0.1
C 0.0 0.0 0.0
C 0.0 0.0 0.0
C 0.0 0.0 0.0
C 0.0 -0.1 0.0
H 0.0 0.1 0.0
H 0.0 0.0 0.0
H 0.0 0.0 0.0
H 0.0 0.0 -0.1
H 0.0 0.0 0.0
H 0.0 0.0 0.0
H 0.0 0.0 0.0
H 0.0 0.0 0.0
H 0.0 0.0 0.0
H 0.1 -0.1 0.0
H 0.0 0.0 0.0
H 0.0 0.0 0.0
H 0.0 0.0 0.0
H 0.0 0.0 0.0
H 0.0 0.0 0.1
H 0.0 0.0 0.0
H 0.0 0.0 0.0
H 0.0 0.0 0.0
H 0.0 0.0 0.0
N 0.0 0.0 -0.1
C -0.1 0.0 0.0
C 0.0 0.0 0.0
C -0.1 0.0 0.1
N 0.1 -0.1 0.0
C 0.0 0.1 0.0
C 0.0 0.0 0.0
H 0.0 0.0 0.0
H 0.0 0.0 0.0
H 0.0 0.0 0.0
H -0.1 0.1 0.0
H 0.0 0.0 0.0
H 0.0 0.0 0.0
C 0.1 0.0 -0.1
N 0.0 0.1 0.0
C -0.1 0.0 0.0
C 0.0 0.0 0.0
C 0.0 -0.1 0.0
C 0.0 0.1 0.1
C 0.0 0.0 0.0
C 0.0 0.0 0.0
C -0.1 0.0 0.0
C -0.1 0.1 -0.1
H 0.0 0.0 0.0
H 0.0 0.0 0.0
H -0.1 0.0 0.0
H 0.0 0.0 0.0
H 0.0 0.0 0.0
H 0.0 0.0 0.0
H 0.0 0.0 0.1
H -0.1 0.1 0.1
H 0.0 0.0 0.0
H 0.0 0.0 0.0
H 0.0 0.0 0.0
H 0.1 0.1 0.0
Cl 0.1 0.0 0.0
C -0.1 0.1 0.2
Cl 0.0 0.0 0.0
Cl -0.1 -0.1 -0.1
C 0.0 0.3 0.2
O -0.1 0.2 0.0
O -0.3 1.3 -0.2

Values from the calculation:
Gap between HOMO and LUMO (alpha / beta), hartree: 0.1346 / 0.2309
Charge: -2
2S+1: 2
Largest force on an atom, eV/Å: 2.04
Energy relative to the best compared isomer or geometry (same formula, charge and spin), kJ/mol: 22.0

These are the Löwdin partial charges, in e, on atoms 1 to 99: Cs 1.215; N 0.088; C -0.318; C -0.026; C -0.047; C -0.299; C -0.086; C -0.044; S 0.574; O -0.341; O -0.337; N -0.262; C -0.526; N -0.089; C -0.167; C -0.092; C -0.159; N 0.113; H 0.026; H 0.076; H 0.089; H 0.101; H 0.111; H 0.106; H 0.103; H 0.078; H 0.099; C -0.276; Ge 0.707; C -0.277; C -0.259; Ge 0.848; C -0.295; C -0.129; C -0.107; C -0.151; C -0.118; C -0.118; C -0.301; C -0.175; C -0.118; C -0.127; C -0.107; C -0.106; H 0.003; H 0.004; H -0.003; H 0.000; H -0.013; H -0.005; H 0.025; H -0.003; H 0.003; H 0.066; H 0.097; H 0.096; H 0.099; H 0.062; H 0.061; H 0.092; H 0.083; H 0.088; H 0.096; N 0.085; C -0.337; C -0.021; C -0.160; N 0.067; C -0.126; C -0.025; H 0.080; H 0.080; H 0.105; H 0.062; H 0.088; H 0.103; C -0.099; N -0.261; C -0.112; C -0.173; C -0.213; C -0.071; C -0.112; C -0.104; C -0.104; C -0.245; H 0.076; H 0.075; H 0.071; H 0.074; H 0.082; H 0.065; H 0.115; H 0.063; H 0.077; H 0.089; H 0.089; H 0.066; Cl 0.539

# 3
C5H7NO | ωB97M-V/def2-TZVPD

Element x y z (Å)
O (-1.836, 1.303, 0.717)
C (-0.887, 0.600, 0.956)
C (-0.439, -0.644, 0.202)
C (0.658, -0.717, -0.811)
C (1.654, 0.390, -0.605)
C (1.742, 0.038, 0.680)
N (0.888, -1.154, 0.593)
H (-2.680, 0.473, -0.946)
H (-0.282, 0.783, 1.862)
H (-1.198, -1.423, 0.108)
H (0.651, -1.456, -1.610)
H (-2.479, 0.236, -1.622)
H (2.090, 1.138, -1.254)
H (2.124, 0.469, 1.599)

Forces on the atoms, in the same order (eV/Å):
O 0.4 -0.4 0.2
C -0.2 0.3 0.0
C -0.2 0.0 0.0
C -0.1 -0.1 -0.3
C 0.0 0.1 0.1
C 0.2 0.2 0.0
N 0.1 -0.2 0.2
H 0.0 -0.1 -0.3
H 0.0 0.1 0.0
H 0.1 0.2 0.1
H -0.1 0.2 0.1
H -0.2 -0.1 -0.2
H -0.1 0.0 0.2
H 0.1 -0.2 -0.2

Values from the calculation:
Gap between HOMO and LUMO, hartree: 0.3678
2S+1: 1
Largest force on an atom, eV/Å: 0.61
Energy relative to the best compared isomer or geometry (same formula, charge and spin), kJ/mol: 489.9

Per-atom natural (NBO) charges, elementary charge units: O -0.494; C 0.434; C -0.171; C -0.090; C -0.249; C -0.054; N -0.387; H 0.030; H 0.119; H 0.244; H 0.222; H -0.043; H 0.227; H 0.212

# 4
C8H16F4O4Si | ωB97M-V/def2-TZVPD

Element x y z (Å)
F (-1.258, -2.861, 4.290)
C (-1.455, -2.106, 3.136)
C (-0.343, -1.096, 2.824)
O (-0.739, -0.256, 1.778)
Si (0.117, 0.330, 0.546)
O (0.439, -1.091, -0.222)
C (1.174, -0.797, -1.451)
C (0.919, -1.870, -2.574)
F (-0.415, -1.856, -3.077)
O (1.503, 1.060, 1.158)
C (1.750, 2.348, 0.910)
C (2.630, 2.565, -0.363)
F (2.114, 2.111, -1.491)
O (-0.876, 1.267, -0.372)
C (-2.152, 0.782, -0.590)
C (-2.277, 0.021, -1.963)
F (-3.491, 0.261, -2.335)
H (-1.529, -2.854, 2.367)
H (-2.407, -1.565, 3.228)
H (-0.195, -0.379, 3.649)
H (0.594, -1.560, 2.547)
H (0.697, 0.151, -1.872)
H (2.213, -0.632, -1.165)
H (1.139, -2.876, -2.280)
H (1.437, -1.635, -3.554)
H (0.703, 2.738, 0.604)
H (2.129, 2.899, 1.789)
H (3.601, 2.121, -0.147)
H (2.980, 3.573, -0.600)
H (-2.786, 1.677, -0.683)
H (-2.482, 0.276, 0.390)
H (-2.186, -1.046, -1.710)
H (-1.547, 0.302, -2.766)

Forces on the atoms, in the same order (eV/Å):
F 0.4 0.6 0.2
C -0.2 0.2 -0.2
C 0.2 0.7 1.0
O -1.3 0.4 -0.2
Si 0.1 -1.0 0.8
O 1.1 0.5 -1.3
C -2.2 0.1 -1.1
C 0.2 1.4 -1.3
F 0.5 0.0 1.1
O -1.0 -3.9 -0.3
C -2.0 4.1 -2.7
C 2.2 1.4 2.9
F -1.4 -1.4 -1.8
O 2.9 0.4 1.0
C -1.4 0.3 0.2
C 3.1 -1.0 2.9
F -4.1 0.6 -1.9
H -0.1 0.0 -0.7
H 0.2 -0.1 0.0
H 0.2 -0.9 0.3
H 0.3 -0.5 0.3
H 1.1 -1.0 0.3
H 0.1 -0.2 -0.6
H 0.1 -0.5 0.4
H 0.3 -0.1 1.6
H 1.6 0.8 0.6
H 0.0 -0.3 -0.5
H 0.1 -0.9 -0.2
H -0.8 0.6 0.7
H -0.1 -0.3 -0.1
H 0.0 0.0 -1.9
H 0.2 0.1 -0.6
H -0.4 0.0 1.0

Values from the calculation:
Gap between HOMO and LUMO, hartree: 0.4139
SMILES: FCCO[Si](OCCF)(OCCF)OCCF
2S+1: 1
Largest force on an atom, eV/Å: 5.25

Per-atom natural (NBO) charges, elementary charge units: F -0.365; C 0.043; C -0.076; O -0.930; Si 2.482; O -0.906; C -0.141; C 0.034; F -0.385; O -0.874; C -0.090; C 0.025; F -0.347; O -0.902; C -0.109; C 0.042; F -0.345; H 0.167; H 0.165; H 0.181; H 0.180; H 0.199; H 0.206; H 0.178; H 0.182; H 0.166; H 0.192; H 0.149; H 0.167; H 0.183; H 0.195; H 0.166; H 0.168

Question: The lowest largest force on an atom belongs to which entry?
Answer: C5H7NO

Question: Among the records above, which one has the highest 2S+1?
Answer: C41H46Cl3CsGe2N7O4S

Copy entry 1 word for word.
C8H17Br3O11S3 | ωB97M-V/def2-TZVPD

Element x y z (Å)
O (1.281, -0.337, -2.174)
S (0.987, 0.389, -0.955)
O (1.774, 1.553, -0.557)
O (-0.584, 0.840, -0.783)
C (-1.517, -0.172, -1.097)
C (-2.884, -0.050, -0.365)
C (1.009, -0.840, 0.523)
H (-1.156, -1.140, -0.750)
H (-1.610, -0.332, -2.171)
H (-3.274, -1.067, -0.386)
H (-3.669, 0.525, -0.856)
H (-2.999, 0.176, 0.696)
H (0.130, -0.791, 1.165)
H (1.894, -0.639, 1.127)
H (1.211, -1.863, 0.204)
C (0.673, 2.526, 1.782)
Br (0.660, 0.614, 1.834)
Br (-0.638, 3.249, 3.117)
Br (0.212, 3.196, -0.081)
H (1.666, 2.811, 2.131)
C (-2.543, -2.880, 3.723)
C (-0.940, -2.788, 3.760)
O (-0.479, -1.924, 2.771)
S (-1.639, -1.558, 1.793)
O (-1.728, -2.630, 0.807)
O (-1.506, -0.176, 1.251)
O (-2.764, -1.716, 2.968)
H (-3.015, -2.844, 4.705)
H (-2.974, -3.766, 3.256)
H (-0.299, -3.653, 3.585)
H (-0.647, -2.538, 4.780)
C (2.489, 1.283, -2.141)
C (1.157, 1.651, -2.930)
O (1.555, 1.657, -4.275)
S (3.119, 1.884, -4.595)
O (3.326, 3.161, -5.291)
O (3.716, 0.617, -5.091)
O (3.425, 1.902, -2.985)
H (2.794, 0.239, -2.067)
H (2.595, 1.802, -1.188)
H (0.844, 2.647, -2.615)
H (0.349, 0.985, -2.626)

Forces on the atoms, in the same order (eV/Å):
O -3.9 -6.6 3.6
S -3.5 -5.2 5.9
O -10.4 -5.8 12.0
O 1.4 -0.4 -1.2
C -1.5 -1.7 0.2
C -2.7 0.4 -2.1
C 2.8 -5.3 -4.4
H 0.4 0.1 -0.2
H -0.3 0.7 -0.2
H -0.1 -0.2 -0.3
H 0.3 0.2 -0.7
H -0.5 1.0 -1.6
H 0.4 -3.1 -2.5
H 0.6 -1.2 -1.1
H -0.5 -0.5 -1.2
C -1.2 1.2 1.0
Br 1.6 12.1 7.2
Br 0.6 0.0 -0.7
Br -1.6 4.0 3.3
H -0.3 0.6 -0.5
C 2.1 -0.8 -0.4
C 0.0 -2.8 2.1
O 0.4 1.4 0.2
S -1.3 0.3 -1.8
O -0.2 1.4 1.7
O -0.4 -5.7 5.9
O -1.0 1.7 -1.9
H 0.3 0.7 -0.1
H 0.4 0.0 -0.5
H -1.0 -0.9 0.0
H 0.1 1.1 -0.2
C 8.4 3.6 -9.9
C 1.5 3.2 0.4
O -1.3 -0.4 -1.7
S 1.5 -1.8 1.4
O -0.5 -2.7 1.6
O -1.6 3.1 0.2
O 2.9 2.3 -4.3
H 1.5 1.5 -0.3
H 6.5 2.1 -5.4
H 0.2 0.6 -0.4
H -0.5 1.7 -3.0

Values from the calculation:
Gap between HOMO and LUMO, hartree: 0.2641
2S+1: 1
Largest force on an atom, eV/Å: 16.91

Per-atom natural (NBO) charges, elementary charge units: O -0.901; S 2.313; O -0.909; O -0.699; C -0.102; C -0.643; C -0.831; H 0.195; H 0.207; H 0.220; H 0.210; H 0.253; H 0.200; H 0.271; H 0.217; C -0.474; Br 0.267; Br 0.004; Br 0.083; H 0.216; C -0.095; C -0.121; O -0.690; S 2.514; O -0.892; O -0.885; O -0.661; H 0.223; H 0.206; H 0.215; H 0.211; C -0.230; C -0.098; O -0.705; S 2.464; O -0.861; O -0.894; O -0.696; H 0.212; H 0.321; H 0.166; H 0.199